No. 1
Computed, not measured: a cluster of 2 separate species, C14H32Cl2IN4O9P3S in total in a non-equilibrium geometry, with ωB97M-V with the def2-TZVPD basis set.

Cartesian coordinates (Å):
H -0.12 3.47 1.34
H -1.65 -1.49 2.86
C 2.27 -1.36 -0.04
H 2.89 -0.93 -2.57
O 1.28 -4.53 3.38
C -1.53 -1.32 -3.15
H -0.18 0.28 -2.55
H -3.88 -2.94 0.07
N 1.12 2.18 0.19
C 3.42 -1.83 -2.26
O -2.50 3.43 1.16
I 5.35 -1.69 -3.13
O -0.36 3.98 -3.89
C 0.27 2.46 1.34
H -2.38 0.62 2.58
H 0.70 -1.66 2.16
H 2.27 1.86 -2.05
C -1.11 -0.18 -2.20
N 3.27 1.73 -1.95
C -0.51 0.21 3.59
C 1.12 0.79 0.16
H 4.41 -1.70 -0.31
O -2.31 5.32 -3.81
H 0.71 2.58 -0.65
C -2.52 -1.28 0.08
N -0.09 0.25 0.56
H -1.52 2.03 3.13
H -1.28 -1.06 -4.17
H -1.89 0.58 -2.22
H -2.61 -1.46 -3.11
Cl -1.51 -4.35 3.59
C -2.81 -2.78 0.14
S 0.24 -3.81 2.73
H -1.06 -2.27 -2.89
C -0.84 -1.31 3.57
H 1.34 -1.77 -0.41
H -2.34 -3.32 -0.69
N 2.22 0.13 -0.11
C 3.46 -2.01 -0.74
H -0.68 0.57 4.60
C -0.82 1.38 1.26
H -2.47 -3.22 1.08
O -2.39 3.05 -3.15
H 3.36 -3.07 -0.52
H -3.22 -0.78 -0.60
O -1.26 2.72 -0.91
H 1.20 -2.00 3.84
H -2.69 -0.81 1.05
H 3.66 2.98 0.37
H -1.14 -1.64 4.56
O -2.12 3.60 -5.43
H -1.67 2.69 -1.82
C -1.38 1.06 2.65
C 0.39 -2.08 3.11
H 2.96 -2.68 -2.75
H 2.34 -1.61 1.02
H 0.55 0.36 3.37
P -0.83 -0.95 -0.56
P -2.25 2.10 0.22
P 3.80 0.96 -0.54
Cl -1.79 4.02 -4.10
H 0.86 2.30 2.24
O 3.88 2.07 0.64
H 3.73 2.61 -2.15
H -3.42 3.45 1.47
O 0.06 -3.94 1.32

## Properties
ΔE to the lowest compared entry with this formula, charge and spin: 0.000 eV
Charge: 0
Kohn-Sham gap: 8.510 eV

---

No. 2
Computed, not measured: a structure of composition C14H32GaN2O5S in a non-equilibrium geometry, with ωB97M-V with the def2-TZVPD basis set.

Cartesian coordinates (Å):
H -0.37 3.69 6.77
H -1.13 -5.91 -1.11
H -0.53 3.68 4.86
H 0.53 -5.34 -1.24
H 3.02 -2.12 -0.67
C -2.80 5.06 2.35
H -1.15 2.26 5.87
H -2.35 3.20 3.51
O 1.39 -2.58 -1.88
H 3.24 -2.43 -2.87
O -2.83 4.88 4.82
H 0.32 -7.47 -4.45
H -0.79 2.74 1.34
H -0.44 -0.45 -0.61
C -2.50 4.07 5.96
H 2.50 -7.06 -3.41
C 1.98 -6.24 -3.93
O 0.31 6.72 0.42
H 1.52 -2.60 0.15
H -3.28 3.26 6.20
H 1.85 -1.67 -3.64
H 1.07 5.33 2.82
H -0.40 0.72 -2.04
H 1.91 0.92 -1.26
C -0.34 -5.65 -1.82
H 0.81 -3.87 -4.07
C -0.26 3.55 0.73
H 2.19 -5.01 -2.33
H -3.73 5.76 2.30
H -2.44 4.77 6.88
N -1.28 6.14 -1.55
H -0.70 -4.83 -2.44
H 2.50 -3.83 -0.66
C -3.06 4.09 3.64
H 2.35 -3.65 -4.92
H -0.13 -5.78 -4.39
S 1.37 2.85 0.16
H -0.87 3.76 -0.24
O -1.67 5.92 2.60
C 1.90 -3.79 -3.94
C 2.16 -2.80 -0.71
C 0.48 -6.54 -3.89
C -0.27 0.66 -0.90
H -1.14 1.24 -0.43
C -1.01 3.40 5.87
O -0.03 -6.81 -2.58
Ga -0.11 5.35 1.71
C 1.19 1.08 -0.37
H 2.32 -6.27 -4.97
H 1.58 0.36 0.44
C -0.59 6.59 -0.65
N 2.45 -5.00 -3.32
H -4.13 3.69 3.59
C 2.17 -2.55 -3.08
H -2.78 4.50 1.36

## Properties
Charge: -1
Kohn-Sham gap: 7.358 eV

---

No. 3
Computed, not measured: a structure of composition C14H32N6O7Yb in a non-equilibrium geometry, with ωB97M-V with the def2-TZVPD basis set.

Cartesian coordinates (Å):
H 3.67 3.10 1.33
H -2.61 -4.52 1.29
C -0.10 0.09 -2.43
N 1.82 -1.71 3.36
H 4.37 1.55 0.78
H 1.95 4.76 0.70
O 0.53 -0.83 1.72
O -0.70 3.42 -1.01
H 3.99 -2.83 -1.66
C -2.40 -4.22 0.25
H -0.05 -0.96 -2.13
H -4.85 -1.25 1.69
C 2.76 -1.53 4.44
C -0.22 1.33 3.08
H 2.31 -1.78 5.41
H 3.01 -1.03 -0.32
H 1.55 0.59 5.56
H 2.59 -3.60 3.04
H -1.40 2.92 -1.47
H 4.30 2.96 -0.31
N 2.09 0.68 -0.16
C -4.41 -2.14 1.23
C 0.59 0.26 5.14
H -2.14 0.45 -2.71
C -3.07 -1.81 0.69
O 3.16 -0.17 0.15
H 2.73 -2.52 1.62
H -0.42 2.10 3.83
H 2.57 4.61 -0.95
Yb -0.44 0.22 -0.09
H -0.03 0.16 -3.52
C 1.71 4.40 -0.31
H -4.34 -2.93 1.99
N -1.01 -2.21 -0.34
H 0.83 4.93 -0.69
C 1.41 2.94 -0.29
O -3.14 0.37 1.38
C -2.16 -2.76 0.18
N 0.21 2.44 -0.54
C 2.08 -2.82 2.46
O 3.45 -2.83 -0.85
N -2.56 -0.53 0.71
H -3.26 -4.51 -0.36
H -1.18 0.94 2.71
O -1.47 0.71 -2.05
C 2.44 1.96 0.01
H 1.14 -3.20 2.05
H -0.19 0.94 5.49
H -5.07 -2.50 0.43
N 0.61 0.31 3.69
H 0.32 1.79 2.23
H 0.70 0.72 -2.01
H 0.36 -0.75 5.50
C 3.78 2.41 0.48
H 3.16 -0.50 4.48
O -0.05 -2.98 -0.62
H 2.58 -3.18 -1.12
C 0.98 -0.74 2.90
H -1.51 -4.75 -0.11
H 3.59 -2.22 4.27

## Properties
ΔE to the lowest compared entry with this formula, charge and spin: 0.046 eV
Charge: +1
Kohn-Sham gap (spin up / spin down): 6.175 / 6.164 eV
Spin multiplicity: 2

---

No. 4
Computed, not measured: a structure of composition C14H32NO2OsP2Si in a non-equilibrium geometry, with ωB97M-V with the def2-TZVPD basis set.

Cartesian coordinates (Å):
H 0.10 -2.15 -3.60
C -1.64 -2.52 2.05
H -3.03 1.83 0.27
C 1.06 2.15 -1.81
H 2.85 0.91 -2.02
H 1.03 -1.27 3.34
C -1.47 0.68 3.29
C 1.28 1.62 2.58
C -0.59 2.85 1.41
C -0.30 4.27 -0.64
P -0.32 1.08 1.94
H -1.81 -3.60 1.93
C 0.43 -3.64 0.18
H 3.10 -1.64 -1.14
H -1.04 -0.79 -3.22
C 1.34 -1.91 2.51
H 1.85 1.00 -3.48
H 0.00 -4.52 0.68
H 2.93 -1.75 -2.91
H -1.59 -2.32 3.12
H 0.40 -0.49 -4.27
C 1.82 0.98 -2.39
H 0.75 5.55 -2.07
O -2.77 1.00 -0.17
H 0.14 -1.59 -0.55
C 0.03 -1.06 -3.40
H 1.76 0.86 3.19
Os 0.01 -0.03 -0.02
H 2.27 -1.53 2.06
H -1.60 1.56 3.92
H -1.10 -0.16 3.89
H -2.63 1.21 -1.13
C -0.24 3.04 0.03
H -3.30 -2.84 -1.21
H 1.03 2.54 3.14
H -1.46 3.39 1.71
H 1.86 1.89 1.69
H -2.45 0.37 2.89
Si -0.03 -2.06 1.24
N 0.24 1.98 -0.77
H 1.52 -2.93 2.89
H 0.01 -3.61 -0.84
O -3.95 -2.37 -1.77
C 2.41 -1.85 -1.96
C 1.30 3.45 -2.26
H -2.51 -2.01 1.63
H -4.03 -1.50 -1.37
H -0.87 5.07 -0.16
H 2.02 3.59 -3.06
C 0.58 4.54 -1.69
H 1.52 -3.78 0.10
P 1.08 -0.60 -1.94
H 2.03 -2.87 -1.85

## Properties
Charge: +3
Kohn-Sham gap (spin up / spin down): 8.004 / 4.953 eV
Spin multiplicity: 5

---

No. 5
Computed, not measured: a structure of composition C14H32NO3P2SiV in a non-equilibrium geometry, with ωB97M-V with the def2-TZVPD basis set.

Cartesian coordinates (Å):
C 1.48 1.27 -3.17
H -0.03 1.81 5.66
H 3.29 -2.13 1.39
P -2.87 0.52 -0.15
C 3.74 -1.35 0.76
H 1.52 -1.53 3.47
H 2.49 -0.07 3.72
C 0.48 1.70 -4.03
C 2.22 0.50 -0.86
H 3.14 1.05 -1.15
C -2.55 1.32 -1.79
Si 0.07 0.51 3.52
H -3.70 2.72 0.41
H 4.58 -2.39 -1.89
H 1.55 -0.76 5.06
O 0.38 -1.41 0.07
C 1.15 0.90 -1.87
V -0.61 0.30 0.49
N -0.13 0.99 -1.44
H -0.90 2.64 4.35
H -4.25 -1.37 0.40
H -1.65 -3.36 -4.47
P 2.80 -1.25 -0.79
H -3.76 1.60 1.79
H -2.38 -0.03 3.29
H 0.87 2.69 4.39
C 1.54 -0.56 3.98
C -3.87 -0.94 -0.54
C -3.95 1.69 0.72
H 3.69 -0.39 1.30
H 1.94 0.81 0.17
H -5.01 1.49 0.51
H -0.13 -2.24 0.01
C 3.95 -1.53 -2.15
H -2.90 2.36 -1.69
H -1.39 -1.51 3.19
C -0.84 1.71 -3.58
O 0.23 1.03 1.97
H -1.67 -0.73 4.76
C -1.12 1.32 -2.28
H -3.17 0.83 -2.49
H -0.23 -2.91 -4.66
H 3.36 -1.77 -3.05
H -4.72 -0.69 -1.20
H -1.67 2.03 -4.21
H 4.78 -1.60 0.53
H 4.56 -0.64 -2.33
C -0.01 2.05 4.59
O -0.80 -3.29 -4.02
C -1.49 -0.53 3.69
H -3.24 -1.69 -1.03
H 0.72 2.04 -5.04
H 1.99 -2.43 -0.83
H 2.53 1.24 -3.46

## Properties
ΔE to the lowest compared entry with this formula, charge and spin: 0.052 eV
Charge: +3
Kohn-Sham gap (spin up / spin down): 5.722 / 6.516 eV
Spin multiplicity: 2

---

No. 6
Computed, not measured: a cluster of 5 separate species, C14H32O5SSi in total in a non-equilibrium geometry, with ωB97M-V with the def2-TZVPD basis set.

Cartesian coordinates (Å):
H -0.01 0.09 3.97
S -2.56 -3.95 0.83
H 0.36 -1.80 7.27
O 4.89 3.06 -1.16
H 2.52 0.27 1.96
C -1.18 -0.98 1.14
H 1.11 -2.67 -0.21
H -6.38 0.39 -5.09
O 0.33 -3.30 -0.28
H 2.38 1.79 -2.43
H 2.89 3.78 0.48
C -4.05 -1.19 -4.68
H 2.83 3.20 -3.45
H -4.04 -0.78 -5.69
H -2.23 -0.42 1.01
C 1.06 -1.11 5.37
C 1.94 3.57 0.98
H 0.55 -3.08 6.03
C 5.16 1.61 -3.04
C 4.37 2.52 -2.13
C 1.75 2.08 1.13
O -4.31 0.25 -2.79
H 1.12 3.98 0.37
H -0.70 -1.53 4.24
O 2.15 -0.63 5.03
Si -1.21 -2.47 -0.08
C -6.29 -0.06 -4.10
C 2.78 1.34 1.94
H 1.98 -2.38 6.82
H -1.42 -1.11 -2.34
C -2.04 -1.90 -1.72
H -6.82 -1.02 -4.07
H -3.02 -1.26 -4.32
C -4.83 -0.29 -3.77
H 1.91 4.05 1.96
C -0.22 -0.68 4.72
H -0.37 -0.17 0.87
H -6.73 0.61 -3.36
H 2.48 3.42 -1.72
C 0.98 -2.16 6.45
H -3.08 -1.40 -1.41
H 4.72 0.61 -3.04
O 0.80 1.50 0.61
H -1.13 -1.33 2.26
C 2.92 2.74 -2.46
H 6.19 1.55 -2.68
H -4.48 -2.19 -4.67
H 3.77 1.45 1.48
H -1.70 -4.62 1.75
H 5.17 2.02 -4.06
H -0.89 -0.24 5.47
H 2.79 1.72 2.96
H -2.22 -2.88 -2.37

## Properties
ΔE to the lowest compared entry with this formula, charge and spin: 1.539 eV
Charge: 0
Kohn-Sham gap: 9.416 eV
Structure (SMILES): C[Si](C)(O)S.CC(C)=O.CC(C)=O.CC(C)=O.CC(C)=O